No. 1
{"formula": "C11H30AsF6N4O4Rb", "method": "the ωB97M-V functional and the def2-TZVPD basis", "e_homo_ev": -9.107, "de_lowest_kj_mol": 442.6, "total_energy_ev": -103842.8874, "lumo_energy_ev": -1.67, "elements": ["H", "H", "As", "C", "H", "N", "C", "H", "C", "H", "H", "H", "C", "H", "H", "F", "O", "H", "H", "C", "N", "H", "H", "N", "C", "H", "O", "F", "H", "Rb", "H", "H", "H", "H", "H", "H", "C", "O", "H", "C", "F", "H", "F", "N", "H", "C", "C", "H", "H", "F", "C", "H", "H", "O", "H", "H", "F"], "xyz": [[-2.403, -3.213, 8.215], [-1.159, -1.293, 8.628], [-5.753, -3.597, -2.571], [0.054, 0.785, -6.626], [-2.456, 1.895, -6.593], [6.016, -0.384, 0.889], [-0.337, 0.681, -5.086], [5.535, 0.233, 0.250], [2.751, 3.816, -1.566], [1.063, -0.191, 7.356], [2.306, 1.380, -5.231], [-0.113, -0.299, -4.665], [-2.890, -2.707, 7.381], [-1.999, 1.526, -8.193], [6.979, -1.982, 2.382], [-6.622, -4.900, -3.503], [2.145, 2.689, -2.252], [-3.894, -3.121, 7.292], [0.165, 2.679, -4.876], [-1.748, -0.689, 7.938], [5.979, -2.106, 2.317], [-0.379, -0.062, -7.159], [1.119, 0.565, -6.697], [0.371, 1.804, -4.415], [-1.685, 2.116, -7.332], [-1.916, 0.239, 8.485], [-0.308, 2.026, -7.236], [-5.506, -2.644, -4.061], [2.314, 4.789, -1.791], [-0.682, 0.638, 0.506], [0.783, 0.442, 5.749], [5.540, -2.880, 2.796], [-0.507, -1.384, 6.331], [2.267, 3.634, -4.123], [-1.928, 3.133, -7.639], [3.621, 2.563, -3.621], [1.762, 1.564, -4.304], [4.111, -1.391, 1.182], [3.838, 3.885, -1.602], [-0.941, -0.433, 6.639], [-4.796, -2.294, -1.679], [-2.247, -3.014, 6.556], [-7.295, -2.690, -2.169], [-1.747, 0.066, 5.515], [2.640, 3.747, -0.484], [0.335, 0.332, 6.736], [2.539, 2.691, -3.650], [-1.419, 0.813, -5.051], [1.863, 0.599, -3.807], [-4.206, -4.578, -2.706], [5.319, -1.305, 1.477], [-2.075, 0.943, 5.894], [-2.566, -0.510, 5.388], [-2.995, -1.329, 7.597], [6.963, -0.176, 1.171], [0.209, 1.373, 7.034], [-6.013, -4.476, -1.017]]}

No. 2
{"formula": "C11H30N2O4", "method": "the ωB97M-V functional and the def2-TZVPD basis", "e_homo_ev": -8.633, "de_lowest_kj_mol": 13.6, "total_energy_ev": -23061.4779, "lumo_energy_ev": 0.83, "elements": ["H", "H", "O", "H", "H", "H", "H", "H", "H", "H", "C", "C", "H", "O", "H", "H", "C", "C", "C", "H", "N", "H", "H", "H", "C", "O", "H", "C", "H", "H", "C", "H", "H", "H", "O", "N", "C", "H", "H", "H", "H", "C", "H", "H", "C", "H", "H"], "xyz": [[2.203, 1.660, -1.663], [0.671, 1.731, 0.947], [-1.189, 0.780, 4.166], [1.190, 0.643, -3.455], [3.502, -2.230, -1.395], [-0.922, -1.954, -3.338], [2.493, 3.030, -2.700], [-3.584, 0.146, 0.688], [-1.624, 0.406, -2.329], [-2.813, -0.790, -2.722], [3.504, 0.298, 0.079], [-0.810, -1.560, -2.321], [-1.132, -1.182, 3.532], [1.736, 1.410, -3.680], [-2.097, 1.359, 5.907], [0.798, 2.549, -2.222], [-3.457, 0.021, -0.393], [-2.286, 0.741, 5.032], [2.856, -1.353, -1.539], [-3.208, 1.074, 4.536], [-0.050, -0.957, 1.189], [0.400, -0.361, -1.271], [-0.927, -1.047, 0.685], [1.275, -2.786, -1.528], [1.553, -1.879, -2.093], [2.608, -0.716, -0.304], [0.814, 0.063, 2.792], [-0.095, 0.102, 2.182], [3.349, -0.663, -2.232], [-2.213, -0.112, 2.612], [-1.237, -0.164, 3.129], [-4.362, -0.545, -0.672], [-1.174, 1.559, 1.031], [-0.292, 2.293, 2.271], [-2.296, -0.676, -0.699], [0.469, -0.917, -2.118], [1.797, 2.215, -2.521], [2.940, 1.106, 0.547], [-0.926, -2.450, -1.683], [1.718, -2.245, -3.112], [4.075, 0.695, -0.764], [-1.955, -0.612, -2.063], [-3.521, 1.032, -0.810], [-2.462, -0.277, 5.420], [-0.206, 1.475, 1.538], [4.200, -0.091, 0.831], [0.688, -0.819, 0.509]]}

No. 3
{"formula": "C11H30O5", "method": "the ωB97M-V functional and the def2-TZVPD basis", "e_homo_ev": -10.057, "de_lowest_kj_mol": 0.0, "total_energy_ev": -22130.2107, "lumo_energy_ev": 0.61, "elements": ["H", "O", "H", "H", "O", "H", "C", "O", "H", "O", "C", "O", "C", "C", "C", "C", "H", "H", "H", "H", "H", "H", "H", "H", "H", "C", "H", "H", "H", "C", "H", "C", "H", "H", "H", "H", "H", "C", "H", "H", "H", "H", "H", "H", "H", "C"], "xyz": [[-15.287, -17.253, -12.732], [-13.279, -17.259, -10.286], [-15.235, -23.317, -11.088], [-14.820, -16.509, -9.064], [-13.361, -17.292, -15.424], [-14.479, -18.737, -13.375], [-15.798, -22.443, -9.162], [-18.192, -17.278, -11.081], [-15.208, -18.634, -7.928], [-16.700, -21.442, -8.664], [-15.166, -15.760, -14.979], [-15.440, -18.970, -9.872], [-14.361, -22.107, -8.789], [-18.474, -14.935, -11.329], [-14.027, -17.253, -9.057], [-14.576, -18.634, -8.815], [-18.349, -16.771, -8.379], [-16.593, -20.665, -9.232], [-13.673, -22.951, -8.862], [-14.407, -15.053, -14.640], [-13.586, -17.237, -13.075], [-15.901, -21.727, -11.255], [-13.964, -21.415, -9.549], [-15.384, -15.529, -16.030], [-18.676, -15.016, -8.641], [-18.009, -16.033, -10.399], [-17.923, -17.981, -10.479], [-13.326, -16.983, -8.255], [-16.949, -23.101, -10.885], [-15.987, -22.640, -10.656], [-16.075, -15.591, -14.417], [-14.541, -17.649, -13.418], [-15.046, -18.633, -10.692], [-13.273, -16.598, -16.084], [-19.798, -16.169, -9.249], [-15.314, -17.887, -15.409], [-16.923, -15.953, -10.218], [-18.727, -16.022, -9.068], [-13.724, -19.312, -8.719], [-16.096, -23.377, -8.676], [-14.301, -21.591, -7.834], [-19.522, -15.121, -11.586], [-12.551, -17.874, -10.144], [-18.431, -13.977, -10.810], [-17.925, -14.944, -12.258], [-14.674, -17.189, -14.863]]}

No. 4
{"formula": "C11H31F10N7O23S10Tl", "method": "the ωB97M-V functional and the def2-TZVPD basis", "total_charge": -1, "e_homo_ev": -7.564, "total_energy_ev": -209633.2680, "lumo_energy_ev": -4.79, "elements": ["F", "O", "F", "F", "H", "H", "O", "O", "N", "O", "C", "C", "H", "O", "H", "H", "O", "C", "H", "O", "H", "C", "N", "H", "S", "H", "O", "F", "F", "H", "O", "C", "H", "F", "C", "N", "F", "C", "S", "S", "H", "O", "H", "F", "O", "H", "N", "S", "O", "H", "H", "C", "O", "H", "H", "O", "H", "C", "S", "F", "O", "N", "Tl", "O", "H", "S", "H", "O", "H", "H", "F", "H", "H", "N", "S", "S", "H", "H", "H", "O", "H", "S", "O", "H", "O", "N", "O", "O", "O", "C", "C", "S", "H"], "xyz": [[12.773, -17.889, 1.645], [14.894, -16.758, 1.121], [14.303, -21.394, 0.678], [11.564, -20.435, 2.454], [14.318, -14.876, -2.829], [15.494, -13.172, 3.497], [14.531, -21.552, -5.221], [7.808, -19.571, -4.981], [8.964, -20.148, -2.550], [11.249, -23.828, 1.866], [14.852, -12.502, 2.925], [11.099, -14.819, 1.821], [11.437, -13.285, 0.332], [16.410, -19.588, -0.115], [10.102, -13.881, -2.932], [13.085, -12.210, 1.102], [11.856, -24.647, -0.420], [14.789, -15.427, -4.769], [16.294, -17.118, -4.461], [11.464, -16.777, -2.002], [10.549, -16.154, -3.677], [13.883, -16.028, -5.898], [12.449, -21.119, -3.535], [10.354, -14.157, 2.263], [13.363, -20.727, -4.887], [14.181, -11.825, 3.454], [12.554, -15.658, -5.640], [10.096, -23.006, -0.109], [10.160, -19.746, -4.607], [13.099, -15.771, -3.461], [14.497, -23.664, 0.032], [10.461, -16.072, -2.594], [12.144, -12.661, 2.519], [7.793, -20.656, -0.707], [12.803, -13.047, 1.741], [14.100, -15.639, -3.454], [15.179, -19.828, -2.081], [8.942, -16.453, -2.544], [14.317, -18.115, 1.157], [10.155, -19.605, 2.857], [14.859, -14.340, -4.746], [6.451, -20.414, -2.552], [10.035, -14.456, -1.219], [10.924, -22.834, -3.073], [12.601, -20.159, -5.942], [10.608, -15.589, 1.227], [9.884, -19.152, 1.236], [8.667, -18.414, 1.684], [13.741, -22.917, 2.319], [8.849, -17.525, -2.718], [11.572, -14.262, -2.172], [11.995, -13.964, 0.978], [8.884, -17.047, 2.319], [11.485, -15.170, 2.778], [13.637, -15.166, 0.568], [11.669, -22.927, -5.354], [16.688, -15.597, -3.889], [16.146, -16.067, -4.710], [7.780, -20.940, -2.267], [8.232, -18.035, 0.149], [9.287, -20.652, 3.390], [13.949, -18.894, -0.333], [11.455, -19.793, -1.198], [10.761, -18.634, 3.783], [15.426, -11.900, 2.220], [8.759, -20.397, -4.220], [12.207, -15.520, -0.363], [15.659, -17.653, -1.560], [13.983, -17.113, -5.940], [14.399, -16.476, -2.974], [14.149, -19.426, -4.330], [8.459, -16.219, -1.595], [13.359, -14.401, -0.683], [12.829, -14.843, 0.054], [15.397, -18.820, -0.791], [13.614, -22.815, 0.882], [16.825, -15.896, -5.546], [14.255, -15.613, -6.835], [8.434, -15.802, -3.256], [8.016, -22.383, -2.254], [11.942, -16.959, -7.169], [11.559, -23.469, 0.444], [14.014, -13.472, 2.260], [10.655, -16.067, -6.319], [8.960, -21.761, -4.706], [12.157, -22.149, 0.157], [14.730, -19.014, 2.252], [7.429, -19.125, 2.143], [13.136, -23.612, -3.387], [11.604, -16.590, -6.200], [10.523, -14.558, -2.189], [12.204, -22.658, -4.013], [11.520, -17.538, -5.669]]}